Density functional theory data (wB97M-V/def2-TZVPD) for a cluster of 2 separate species, C2H12Si3 in total.

For the relative energy (zero: lowest compared OMol25 entry of this formula, charge and spin), the calculation gives 45.4 kJ/mol. Its energy is -951.76992 hartree. The HOMO-LUMO gap is 8.96 eV. The calculation puts the strongest force on any atom at 3.28 eV/A. As for the net charge: 0.

Bonds (Å) are listed after each position.
Cartesian coordinates (Å):
1 Si 1.484 0.583 0.898  H2 1.459, H3 1.461, C7 1.895
2 H 0.955 1.706 1.665  Si1 1.459
3 H 2.584 0.962 0.015  Si1 1.461
4 H 0.927 -1.418 2.275  C7 1.088
5 C -0.540 -0.359 -0.563  Si6 1.869, Si8 1.873, H14 1.085
6 Si -1.956 -0.492 0.650  C5 1.869, H11 1.473, H15 1.468, H16 1.473
7 C 1.853 -0.951 1.946  Si1 1.895, H4 1.088, H12 1.088, H13 1.087
8 Si -0.627 0.873 -1.971  C5 1.873, H9 1.470, H10 1.468, H17 1.470
9 H -1.920 0.873 -2.671  Si8 1.470
10 H 0.407 0.576 -2.970  Si8 1.468
11 H -3.218 -0.905 0.012  Si6 1.473
12 H 2.436 -0.713 2.833  C7 1.088
13 H 2.408 -1.692 1.377  C7 1.087
14 H -0.113 -1.317 -0.845  C5 1.085
15 H -2.192 0.801 1.304  Si6 1.468
16 H -1.659 -1.497 1.685  Si6 1.473
17 H -0.404 2.238 -1.474  Si8 1.470